Version A
# C4H8S3

A cluster of 2 separate species, C4H8S3 in total (wB97M-V/def2-TZVPD, the Open Molecules 2025 dataset).

Computed properties:
**Frontier orbital gap (spin up / spin down)**: 6.280 / 6.280 eV
**Molar mass**: 152.31 g/mol
**HOMO (spin up / spin down)**: -7.3576 / -7.3584 eV

Positions of all 15 atoms, in Å:
S -2.162 0.065 1.219
C -1.554 0.009 -0.430
C 0.316 1.808 0.222
H 0.085 -2.635 0.355
H 0.755 -0.176 0.603
S -0.813 1.412 -1.161
H -0.339 1.796 1.073
C 0.117 -2.312 -0.700
H 2.074 0.702 -0.317
H 0.879 2.801 -0.036
H 1.017 -1.826 -0.997
S -3.238 -0.464 -0.473
C 1.332 0.746 0.507
H -0.362 -2.921 -1.405
H 1.890 0.996 1.541

Version B
# C4H8S3

A cluster of 2 separate species, C4H8S3 in total (wB97M-V/def2-TZVPD, the Open Molecules 2025 dataset).

Computed properties:
**Frontier orbital gap (spin up / spin down)**: 7.747 / 7.862 eV
**Molar mass**: 152.31 g/mol
**HOMO (spin up / spin down)**: -7.5168 / -7.9812 eV

Positions of all 15 atoms, in Å:
H 1.655 -1.223 1.603
C 0.047 1.425 1.024
C 1.688 -1.279 0.469
C -0.490 -0.620 -0.519
H -0.902 -2.365 -1.989
S -1.962 1.872 -0.918
S -1.704 -0.887 0.642
H -0.429 2.097 1.726
H 1.635 -2.214 -0.075
C -0.882 0.714 0.072
H -1.593 1.167 -2.168
H 2.152 -0.389 0.149
S -0.562 -1.086 -2.144
H 0.721 2.058 0.481
H 0.626 0.729 1.647

Energetically preferred structure: version B | next structure: +70.1 kJ/mol

Version A
# C3H5N2O

A cluster of 2 separate species, C3H5N2O in total (wB97M-V/def2-TZVPD, the Open Molecules 2025 dataset).

Computed properties:
**Frontier orbital gap**: 6.682 eV
**Molar mass**: 85.09 g/mol
**Charge**: -1
**HOMO**: -2.1243 eV

Positions of all 11 atoms, in Å:
C 0.824 1.368 0.015
H -0.013 -2.282 -1.619
H 0.034 2.016 0.100
O 1.425 -0.711 -0.608
H -1.068 0.191 1.129
N -1.048 -2.373 -1.391
N 0.572 0.064 -0.015
C -0.452 -0.524 0.639
H 1.578 1.656 -0.739
C -1.641 -1.858 -0.454
H -0.296 -1.367 1.255

Version B
# C3H5N2O

A cluster of 2 separate species, C3H5N2O in total (wB97M-V/def2-TZVPD, the Open Molecules 2025 dataset).

Computed properties:
**Frontier orbital gap (spin up / spin down)**: 6.600 / 6.601 eV
**Molar mass**: 85.09 g/mol
**Charge**: -1
**HOMO (spin up / spin down)**: -2.2255 / -2.2264 eV

Positions of all 11 atoms, in Å:
C -1.906 -0.498 -0.009
H -0.129 1.756 0.020
H -0.040 0.784 -1.509
C -0.479 -0.470 0.180
N 0.103 -1.594 -0.416
H 1.302 0.880 -0.487
C 0.180 0.761 -0.447
H -0.515 -2.325 -0.217
N -3.071 -0.628 -0.028
O 1.395 -1.799 0.087
H -0.318 -0.495 1.697

Energetically preferred structure: version B | next structure: +120.3 kJ/mol